Entry from OMol25: 9 unconnected molecules or ions with the total composition C30H54BrIO41S8 (ωB97M-V with the def2-TZVPD basis set).

Calculated values
Frontier orbital gap: 9.41 eV
Structure (SMILES): CC(=O)OCCO[C@H](OC[C@@H](C)O)[C@@H](CC(=O)I)O[C@H](O)CC(=O)Br.O=S1(=O)OCCO1.O=S1(=O)OCCO1.O=S1(=O)OCCO1.O=S1(=O)OCCO1.O=S1(=O)OCCO1.O=S1(=O)OCCO1.O=S1(=O)OCCO1.O=S1(=O)OCCO1
E_HOMO: -0.3438 Ha

Atoms and positions in Å:
I -2.008919 1.896076 0.310135
Br 0.798263 -2.949492 -4.840766
S -5.459232 -3.949081 -1.099605
S -5.345503 -4.324269 -7.566299
S 7.087611 -1.172905 3.316469
S 2.259838 6.962108 2.397781
S -0.081818 7.785916 -0.245502
S -5.427765 1.187868 9.863332
S 2.192025 -2.201144 -9.080584
S -2.383248 0.924461 4.590303
O 2.182481 -4.921845 -1.312790
O -4.117685 -4.719896 -0.694056
O 6.458937 -0.765480 4.727711
O 2.010921 -2.396768 -1.532456
O 1.445161 5.828996 2.190176
O -0.274944 -1.600370 -0.289664
O 3.393940 6.520481 3.458080
O -6.408607 -5.231424 -1.183261
O 0.898662 8.801739 -0.359893
O 1.741769 -0.744595 -9.565501
O 5.461416 -0.002114 -2.236377
O -6.223455 -3.236865 -6.791966
O 8.297146 -0.128777 3.328333
O 7.622771 -2.481695 3.387552
O -5.863988 -0.345641 9.775458
O -3.713995 0.417927 5.307421
O 0.628834 6.377422 0.004056
O -5.266174 -3.422035 -2.404756
O -6.848151 1.775019 10.298594
O -5.118718 1.630612 8.546867
O -6.118354 -5.495644 -7.778144
O 6.092175 2.165138 -2.154205
O -4.517043 1.371624 10.929740
O 3.153489 -2.047313 -8.049388
O -1.294499 0.872954 5.497555
O -4.685689 -3.676712 -8.642573
O 2.439614 -3.015871 -10.214318
O -2.226777 -1.095418 -1.361354
O 0.791172 -2.643956 -8.446873
O -2.302120 0.307815 3.313709
O 2.865278 7.715888 1.368908
O 2.040716 -0.136631 -2.092048
O -4.302114 -4.618350 -6.395066
O -0.651135 7.478999 -1.715675
O -1.183511 7.919555 0.639357
O -2.817136 2.450815 4.410695
O -5.891494 -3.139735 -0.022849
O 6.164855 -0.809459 2.300433
O -1.649454 -1.867017 -4.380309
O 0.421639 2.128297 -1.312616
O 1.472229 7.961213 3.369875
C 7.338479 0.123388 5.431440
C -7.871703 0.795509 10.069577
C -4.232440 2.579709 4.611455
C -0.776679 -2.447648 -3.823441
C 8.069189 0.869550 4.333939
C 0.017465 1.519012 -0.381192
C 0.276365 5.462297 -1.046618
C 3.445644 -4.365590 -1.704198
C 3.119676 0.781962 -2.100650
C 1.869454 7.740685 4.726168
C -0.865726 -1.444459 -1.555781
C -4.403477 -6.088916 -0.372322
C -0.106976 -1.526627 -8.390722
C 0.941999 -0.925619 -0.012818
C 3.328429 7.343967 4.626067
C 3.216681 -2.872289 -2.091404
C -5.934187 -3.288972 -5.383447
C 4.280489 0.308199 -2.982943
C -7.177562 -0.526478 10.324839
C 0.011312 6.330730 -2.254582
C -5.611980 -6.425825 -1.221669
C -4.470444 -3.665273 -5.327917
C 0.772542 0.524506 0.474254
C 2.058051 -1.101049 -1.060147
C 4.489102 -4.534952 -0.591470
C 6.076781 1.062910 -1.665896
C 6.740829 0.691430 -0.373848
C -4.549886 1.537108 5.663409
C 0.309715 -0.648873 -9.551254
C -0.865924 -2.771321 -2.358531
H 2.282295 -5.364633 -0.467476
H 3.721919 -4.917856 -2.605183
H -2.391875 -1.134388 -0.409871
H 5.984743 0.254751 0.275067
H 2.999973 -0.974934 -0.497077
H 1.087129 4.757815 -1.208117
H 0.246040 0.467856 1.428238
H -0.445296 -0.628551 -2.150783
H -3.540996 -6.707687 -0.603052
H -8.207814 0.880025 9.034273
H -3.828348 -2.806391 -5.528310
H 1.716085 8.647134 5.304763
H -4.286171 1.868445 6.668714
H 1.345495 -1.448506 0.858382
H -4.467536 3.589425 4.934857
H 6.758817 0.780178 6.073628
H 0.940519 6.655974 -2.728314
H -7.081549 -0.732624 11.392025
H -6.184944 -7.262034 -0.832634
H 3.970828 8.214441 4.476700
H -6.139221 -2.330972 -4.917837
H -1.134365 -1.870980 -8.473399
H 1.261265 6.933391 5.139933
H -0.622796 5.845462 -2.991046
H 4.074512 -2.297063 -1.729940
H -8.707237 0.973058 10.739900
H -7.668532 -1.361869 9.834112
H 8.022177 -0.473160 6.037718
H -0.072130 -1.030124 -10.500423
H 3.203442 -2.789877 -3.178408
H 5.215873 -5.296258 -0.879470
H 7.479593 -0.088977 -0.564927
H 2.725505 1.698492 -2.539699
H -0.620539 4.921981 -0.740051
H -4.734856 2.371998 3.663948
H -6.560745 -4.057916 -4.927718
H 3.670150 6.781977 5.491289
H 9.017626 1.284418 4.661705
H 0.031691 -1.021276 -7.432990
H 5.026438 -3.609105 -0.386178
H -0.114681 -3.471969 -2.003448
H 0.009149 0.387323 -9.427876
H -5.332725 -6.624017 -2.258542
H -4.191047 -4.109900 -4.381049
H 1.756092 0.949195 0.697361
H 4.507564 1.079333 -3.721287
H -5.592784 1.233302 5.650958
H 3.968122 -0.566155 -3.551690
H -4.627990 -6.154940 0.693567
H 3.453684 1.042258 -1.091383
H 7.199413 1.567680 0.072022
H -1.846452 -3.232952 -2.228547
H 7.451325 1.660567 3.904397
H 4.038529 -4.858857 0.349221

Cartesian forces (eV/Å) of the 6 atoms listed first:
I 0.1 0.1 -0.1
Br 0.1 -0.1 0.1
S 0.2 -0.3 0.1
S 0.0 0.1 0.2
S 0.1 0.2 0.2
S 0.3 0.0 1.3

Löwdin atomic charge list, values in e, 6 entries:
1. I 0.95
2. Br 0.81
3. S 0.60
4. S 0.59
5. S 0.60
6. S 0.60